Here is a structure of composition C63H52AsF5O4PPdS at a distorted geometry from the OMol25 dataset. Energies are from the ωB97M-V functional and the def2-TZVPD basis.

Cartesian coordinates (Å):
Pd: 0.41 -1.31 -0.38
C: 5.55 1.30 3.31
C: 5.13 -0.07 2.80
C: 6.05 -1.18 3.26
O: 5.08 -0.02 1.40
C: 3.85 -0.61 0.95
C: 2.91 -0.35 2.14
O: 3.81 -0.36 3.25
C: 1.76 -1.36 2.39
O: 0.66 -1.03 1.60
C: 2.31 -2.79 2.22
C: 3.12 -3.37 3.19
C: 3.66 -4.64 2.99
C: 3.39 -5.34 1.82
C: 2.59 -4.77 0.85
C: 2.07 -3.50 1.05
C: 1.23 -1.23 3.83
C: 1.40 -0.10 4.61
C: 0.88 -0.04 5.90
C: 0.16 -1.10 6.42
C: -0.06 -2.22 5.62
C: 0.46 -2.28 4.34
C: 3.43 -0.03 -0.41
O: 2.40 -0.75 -0.95
C: 4.58 -0.17 -1.43
C: 4.45 0.50 -2.65
C: 5.39 0.35 -3.66
C: 6.48 -0.49 -3.48
C: 6.61 -1.18 -2.28
C: 5.67 -1.02 -1.27
C: 3.12 1.48 -0.26
C: 1.83 1.94 -0.48
C: 1.53 3.30 -0.38
C: 2.51 4.21 -0.04
C: 3.81 3.76 0.18
C: 4.11 2.41 0.05
H: 6.52 1.57 2.89
H: 5.62 1.29 4.40
H: 4.81 2.04 3.01
H: 7.08 -0.95 3.00
H: 5.76 -2.11 2.79
H: 5.98 -1.30 4.35
H: 3.98 -1.68 0.81
H: 2.44 0.64 2.03
H: 3.33 -2.83 4.10
H: 4.29 -5.08 3.76
H: 3.80 -6.33 1.68
H: 2.38 -5.30 -0.07
H: 1.47 -3.00 0.30
H: 1.96 0.74 4.23
H: 1.05 0.85 6.50
H: -0.24 -1.06 7.43
H: -0.64 -3.05 6.01
H: 0.29 -3.16 3.73
H: 3.59 1.14 -2.80
H: 5.26 0.88 -4.59
H: 7.22 -0.61 -4.26
H: 7.45 -1.84 -2.13
H: 5.80 -1.57 -0.35
H: 1.08 1.21 -0.75
H: 0.52 3.65 -0.58
H: 2.28 5.27 0.04
H: 4.59 4.46 0.43
H: 5.13 2.07 0.20
F: -3.77 -6.61 -2.71
C: -2.92 -5.58 -2.66
C: -2.30 -5.23 -1.47
F: -2.58 -5.91 -0.35
C: -1.41 -4.17 -1.43
F: -0.87 -3.90 -0.24
C: -1.08 -3.42 -2.56
S: 0.03 -2.06 -2.62
C: -1.73 -3.80 -3.73
F: -1.52 -3.12 -4.87
C: -2.63 -4.85 -3.79
F: -3.22 -5.17 -4.95
C: -1.82 1.25 -1.19
C: -3.14 1.99 -0.99
As: -3.01 3.82 -1.69
C: -2.79 3.35 -3.58
C: -1.75 3.93 -4.30
C: -1.56 3.62 -5.64
C: -2.40 2.72 -6.27
C: -3.44 2.13 -5.56
C: -3.64 2.45 -4.22
C: -4.93 4.21 -1.75
C: -5.79 3.75 -0.76
C: -7.15 4.06 -0.80
C: -7.65 4.84 -1.84
C: -6.79 5.31 -2.82
C: -5.44 5.00 -2.78
P: -1.59 -0.20 -0.09
C: -1.77 0.47 1.58
C: -1.49 1.80 1.85
C: -1.59 2.30 3.14
C: -1.98 1.46 4.17
C: -2.22 0.11 3.92
C: -2.10 -0.38 2.63
C: -3.21 -1.01 -0.45
C: -3.40 -1.48 -1.75
C: -4.61 -2.01 -2.16
C: -5.68 -2.07 -1.27
C: -5.51 -1.59 0.02
C: -4.30 -1.05 0.43
H: -0.96 1.91 -1.07
H: -1.76 0.85 -2.21
H: -3.41 2.06 0.06
H: -3.96 1.46 -1.50
H: -1.09 4.62 -3.80
H: -0.74 4.07 -6.18
H: -2.25 2.47 -7.31
H: -4.10 1.42 -6.04
H: -4.46 1.99 -3.68
H: -5.42 3.15 0.05
H: -7.81 3.69 -0.03
H: -8.71 5.08 -1.87
H: -7.18 5.92 -3.63
H: -4.78 5.37 -3.56
H: -1.18 2.47 1.05
H: -1.36 3.34 3.33
H: -2.06 1.84 5.18
H: -2.47 -0.55 4.73
H: -2.23 -1.44 2.45
H: -2.58 -1.41 -2.46
H: -4.73 -2.37 -3.17
H: -6.63 -2.48 -1.58
H: -6.34 -1.62 0.72
H: -4.20 -0.66 1.43

As for the total energy: -6335.4696 hartree. The energy relative to the best compared isomer or geometry (same formula, charge and spin) comes out at 108.0 kJ/mol. The value obtained for the molar mass is 1212.48 g/mol. The value obtained for the largest force on an atom is 1.2 eV/A. As for the net charge: -1. The calculation puts the frontier orbital gap at 7.1 eV. The spin multiplicity is 1. The lowest unoccupied orbital energy is 2.1 eV.